[1]
45
Properties=species:S:1:pos:R:3:forces:R:3:lowdin_charge:R:1 method="wB97M-V/def2-TZVPD" e_lumo_ha="-0.1407 / -0.2503" energy_ev=-28622.826 gap_ev="9.31 / 6.33" multiplicity=2 charge=+1 de_lowest_kcal_mol=41.7
N -2.92593 -0.28823 0.46835 1.2424 -2.4894 -2.5671 0.203
C -1.58650 -0.30050 0.35133 -1.6484 2.6928 4.8974 -0.145
C -0.81213 -0.95288 -0.52229 0.1403 -2.1916 -2.9792 -0.074
C 0.58980 -0.87927 -0.47658 -1.2931 -0.3081 -0.0147 -0.127
C 1.29981 -1.44975 -1.46833 3.5319 0.2899 -2.7851 0.086
H -3.31503 0.14104 1.27841 -0.5199 0.1776 0.4130 0.129
H -3.44243 -1.07971 -0.09694 0.7838 1.6698 1.4396 0.162
H -1.04583 0.25323 1.19919 -0.6945 -0.5540 -1.3568 0.159
H -1.36553 -1.57159 -1.27468 0.8654 0.5275 0.4326 0.151
H 0.99510 -0.34561 0.36430 0.5117 0.0517 0.1084 0.080
H 2.38850 -1.31699 -1.74812 -0.6324 0.2515 2.1095 0.115
H 1.10657 -1.83698 -2.47300 -2.0765 -0.6096 0.6333 0.087
H 0.93293 -0.68490 2.73209 -0.6106 -1.9019 -0.0284 0.036
H 1.57860 -2.07254 2.50354 0.1337 0.0929 0.0866 0.012
O 0.71014 -1.68050 2.66732 0.0476 1.8831 -0.0944 -0.101
H 1.04146 2.34511 -1.31954 0.8423 -0.9353 -0.6192 0.058
H 1.70694 1.44147 -2.46751 -0.2609 0.3367 -0.2615 0.044
O 1.64675 1.56994 -1.52256 -0.2361 0.8223 0.9695 -0.065
H -1.18701 -2.47570 1.82333 -0.0390 -0.5111 0.9823 0.019
H -0.70409 -3.75931 1.38550 0.9231 -0.9952 -0.1207 0.040
O -1.44423 -3.42234 1.87101 -0.4893 1.3612 -0.6947 -0.033
H 0.16260 0.85015 -4.46494 0.0273 -0.6364 0.1696 0.094
H 0.22678 -0.15473 -3.14556 -0.4650 1.6836 -1.3670 0.063
O -0.08833 0.71699 -3.54049 0.5635 -1.2370 0.6456 -0.053
H -1.31152 2.65307 1.48711 0.7181 0.6391 0.6158 0.044
H -0.36478 3.25668 0.41847 0.3055 -0.0132 3.3343 0.053
O -0.42368 3.08200 1.50189 -1.3541 -0.3570 -3.1790 -0.128
H 3.15339 -2.20081 0.91908 -0.4502 -2.1776 -2.6746 -0.024
H 3.24460 -0.69263 1.22018 0.5028 -2.1657 0.7557 0.036
O 3.33095 -1.64464 1.61318 0.2705 3.9218 1.8406 -0.056
H 4.21766 1.27601 0.31033 -0.9430 -0.8151 0.5173 0.108
H 2.84330 1.09375 -0.36645 0.1592 -0.3162 0.8525 0.029
O 3.36110 0.79179 0.43844 0.7068 1.4734 -1.3222 -0.092
H -2.45137 1.21515 -1.57814 -0.2344 -0.2095 -0.0456 0.025
H -1.48065 1.34490 -2.77188 0.9162 -0.8976 -0.9097 -0.021
O -2.08463 1.81874 -2.22279 -0.9585 1.3326 1.2038 -0.015
H 1.96000 1.16296 2.05858 -0.6433 0.2072 0.1206 0.054
H 0.53031 1.79967 2.08215 -0.6838 1.8032 -0.4890 -0.038
O 1.03208 1.04734 2.34637 1.6944 -1.9771 0.3248 -0.059
H -2.42107 -3.17446 0.24280 1.9096 -0.9092 2.2385 -0.042
H -3.35005 -3.74916 -0.80561 0.0522 1.2321 0.6737 0.109
O -3.13062 -2.92822 -0.29338 -2.3762 -0.3751 -2.9057 -0.050
H -0.95732 2.94607 -1.39043 -2.0081 -1.1409 -1.4084 0.018
H -0.23113 4.27911 -1.40352 0.0383 3.9989 -1.8338 0.063
O -0.27518 3.46998 -1.02172 1.7305 -2.7254 2.2917 0.051

[2]
46
Properties=species:S:1:pos:R:3:forces:R:3:lowdin_charge:R:1 method="wB97M-V/def2-TZVPD" e_lumo_ha=-0.0008 smiles="NC(=O)CCCO.O.O.O.O.O.O.O.O.O.O" energy_ev=-30678.112 gap_ev=10.33 multiplicity=1 charge=0 de_lowest_kcal_mol=78.3
C 2.15479 -3.15477 -0.63122 -1.0647 0.6362 0.7438 -0.210
O 2.59270 -1.80291 -0.83028 0.7504 0.1592 1.2289 -0.101
C 1.03593 -3.26345 0.45940 -1.3889 -0.9905 -0.1714 -0.165
C 1.54359 -2.96034 1.87463 0.6262 -0.8307 -0.1093 -0.124
C 0.74778 -1.79186 2.36226 0.5281 0.7091 1.1869 -0.503
N -0.49023 -1.97122 2.91247 0.9216 -2.2724 -1.3590 0.197
O 1.27879 -0.69668 2.22007 -0.4174 0.2666 0.1463 0.019
H 3.08541 -3.57994 -0.28781 -0.2263 -1.5568 -0.1841 0.114
H 1.72905 -3.51004 -1.57309 0.6041 -0.1714 0.0340 0.119
H 3.34249 -1.67448 -0.17754 -1.4277 0.2260 -1.2623 0.128
H 0.40926 -4.20164 0.54634 1.5206 0.0290 -0.6890 0.123
H 0.12972 -2.65574 0.20466 1.2094 0.5750 -0.0352 0.110
H 2.59843 -2.68253 1.83350 -0.2047 0.7879 -0.1948 0.113
H 1.69022 -3.84321 2.53439 -1.2082 0.3090 -0.2658 0.131
H -0.76076 -2.94528 2.96223 -0.0545 0.2469 0.2224 0.111
H -0.91559 -1.37659 3.57665 -0.1202 1.2692 0.4958 0.076
H -1.95213 2.29287 -1.27287 -1.3755 -0.2796 -0.3157 0.025
H -3.32266 2.77537 -0.85210 -0.7277 -0.2728 0.6667 0.047
O -2.68914 2.89379 -1.54214 1.2503 -0.1174 -1.1925 -0.072
H -2.49753 -0.66657 -0.32691 -0.5289 -0.9195 -0.0287 0.015
H -2.91228 -0.53873 -1.91627 -0.3613 -1.0612 0.7484 0.029
O -2.51155 -0.17096 -1.13077 0.8198 2.1624 -1.0125 -0.052
H 0.01142 1.18205 4.71214 0.1959 -0.3309 -0.4602 0.054
H 0.56504 0.19368 3.58224 0.0307 0.6154 0.2229 -0.006
O 0.05307 0.26370 4.41118 -0.3100 0.0490 0.4324 -0.076
H 1.42055 1.07304 1.45602 -0.0473 1.4290 0.1252 0.012
H 1.17265 2.35179 0.65612 -0.0100 0.2113 -0.9406 -0.022
O 1.30070 2.05674 1.54808 -0.0148 -1.5465 0.8006 -0.078
H -2.02032 -2.96415 -1.43399 -0.6390 0.0487 0.0175 0.044
H -3.25008 -3.27003 -0.56921 -0.1618 -0.2799 0.4079 0.035
O -2.99086 -2.87832 -1.39800 0.7390 -0.1284 -0.4600 -0.048
H -1.04527 1.46120 1.08638 0.6271 0.3160 0.2244 0.025
H -1.58172 2.72047 0.29591 0.3404 -1.1678 1.2531 0.035
O -1.80389 1.80904 0.62166 -0.3923 1.1194 -0.2663 -0.074
H -0.90346 3.60669 -1.52823 -1.2624 -0.2356 -1.0019 0.001
H -0.04610 4.68213 -1.06221 0.5644 1.7307 0.0655 0.049
O -0.27352 3.79929 -0.86046 1.1130 -0.8424 0.8853 -0.007
H -2.37884 1.99139 -3.44658 -0.9833 0.6339 0.9356 -0.018
H -1.68119 0.64702 -3.55542 0.0586 -0.1481 0.2562 0.016
O -1.75807 1.50892 -3.96046 0.9442 -0.4169 -1.1144 -0.033
H 2.35295 2.75766 -2.57503 0.9377 -0.0100 0.3379 0.034
H 0.98435 3.23440 -2.70523 -0.8283 0.2138 0.2240 0.007
O 1.60126 2.66094 -3.14617 0.1010 -0.1194 -0.7172 -0.034
H 1.71476 -0.08660 -0.95703 0.1773 0.1820 -0.3659 0.004
H 1.66636 1.03072 -2.09128 -0.2083 -0.3114 0.6188 0.022
O 1.78226 0.86402 -1.13477 -0.0959 0.0836 -0.1339 -0.074

[3]
46
Properties=species:S:1:pos:R:3:forces:R:3:lowdin_charge:R:1 method="wB97M-V/def2-TZVPD" e_lumo_ha="-0.1120 / -0.2910" energy_ev=-30668.069 gap_ev="10.92 / 6.05" multiplicity=2 charge=+1 de_lowest_kcal_mol=88.3
C -0.52015 -0.19403 -0.44072 0.8712 -1.4587 3.7309 0.028
N -0.59490 0.94068 0.64651 -4.1841 0.9724 -4.3149 0.046
C -2.00143 1.10490 1.19019 1.8860 -3.6597 1.2897 0.039
C -0.01896 2.17248 0.09715 0.7665 -0.5724 0.2949 -0.053
C 1.48847 2.00880 0.15867 1.6232 1.4397 1.4761 -0.490
O 2.09878 2.69362 0.95342 -0.5057 -0.8629 -0.6338 0.153
O 2.01237 1.10984 -0.65390 -0.3418 -0.3960 0.4511 0.092
H 0.53257 -0.31272 -0.59906 0.1525 -0.2477 -0.4717 0.081
H -1.09645 -0.33255 -1.32364 -0.7370 2.1711 -1.1250 0.078
H -0.97085 -1.11781 -0.05182 0.4858 0.0002 1.1185 0.082
H -2.42443 2.04893 1.40672 0.1115 1.1576 -0.3704 0.103
H -2.61795 0.32652 0.73588 -0.2902 0.6740 -1.0393 0.114
H -1.99282 0.50315 2.12506 0.2784 0.6390 0.3540 0.117
H -0.26377 3.10802 0.63152 -0.2031 -0.7405 -0.2129 0.164
H -0.28957 2.21382 -0.98118 -0.3037 0.2352 0.7498 0.117
H 4.01073 1.20141 1.87016 0.2829 0.3310 0.0492 0.046
H 0.29268 2.40985 3.00707 -0.0230 0.5814 -0.7773 0.002
H -0.46488 1.24015 3.74081 0.9548 1.2771 0.1092 0.063
O 0.26655 1.91153 3.81027 -0.8022 -1.9874 0.6364 -0.028
H -2.35052 2.83851 -2.75364 -0.0510 0.4013 0.1845 0.088
H -1.51490 1.61130 -2.65374 0.0690 -1.2264 -0.5340 -0.020
O -1.69373 2.41218 -2.19155 -0.7901 1.0719 0.2820 -0.030
H -2.02765 -0.86414 -3.27929 0.1446 0.3714 -0.5611 -0.014
H -2.42740 -2.10064 -2.70635 -0.4335 -1.4047 1.0256 -0.010
O -2.30364 -1.73711 -3.56888 0.2135 0.8454 -0.2936 -0.020
H 0.16889 1.27492 -2.84475 -0.0210 0.5322 -1.1818 0.039
H -0.61730 0.54079 -4.12370 0.3892 0.9319 -0.6813 0.081
O -0.15898 0.49117 -3.28981 0.2417 -1.5859 1.1777 -0.031
H 3.51209 -0.14719 1.59702 -1.2267 -1.3652 0.8135 -0.034
H 2.87371 0.78803 -0.29656 0.3495 0.6107 -0.0650 0.134
O 4.23001 0.40686 1.37546 0.8447 1.0934 -1.1217 -0.022
H 0.81827 -2.13919 0.85776 0.9484 -1.2584 0.7120 0.036
H 1.56565 -3.18282 1.81324 0.3494 0.3827 0.3591 0.046
O 0.97792 -3.09484 1.07001 -0.8954 1.1086 -1.2130 -0.041
H 1.50289 0.15140 3.14808 0.0663 -0.3356 1.0941 0.022
H 2.22683 -1.33331 3.37289 -0.3878 0.2058 1.0749 0.060
O 2.05030 -0.57396 2.83093 0.1118 0.2799 -2.0183 -0.031
H 3.53069 0.11914 -2.66156 -0.1919 2.0859 -1.0365 0.088
H 2.27851 0.83769 -3.11378 0.9671 0.3502 -0.2510 0.006
O 3.24425 1.01986 -3.04490 -0.5165 -2.6194 0.8648 -0.084
H -0.88566 -3.02586 1.38698 0.4128 -0.7374 0.2002 -0.006
H -1.41875 -4.36693 1.95635 0.6099 -0.6070 0.2680 0.058
O -1.67045 -3.49440 1.68756 -1.0286 0.6709 0.1408 -0.051
H -3.83431 -2.98344 -0.59771 -1.4160 -0.3238 -0.1117 0.024
H -2.61232 -3.57694 0.17921 -0.2698 0.5916 -0.1056 0.021
O -2.91037 -2.90767 -0.47241 1.4882 0.3764 -0.3367 -0.063

[4]
45
Properties=species:S:1:pos:R:3:forces:R:3:lowdin_charge:R:1 method="wB97M-V/def2-TZVPD" e_lumo_ha=0.1037 energy_ev=-29187.481 gap_ev=9.31 multiplicity=1 charge=-1 de_lowest_kcal_mol=72.9
C 0.53218 1.04467 -3.16876 0.8691 0.3108 1.2892 -0.237
O -0.11944 2.10458 -2.44497 -0.3668 -1.8832 -0.2429 -0.299
C 1.67887 0.29555 -2.22376 -1.8353 1.6211 2.7640 -0.138
C 1.14375 -0.54168 -0.96358 -1.1169 2.3190 3.4680 -0.172
C 0.59818 -1.92956 -1.34324 4.6345 -1.8239 0.8006 -0.345
O -0.70935 -2.08891 -1.29030 -4.5479 -0.1259 -0.3131 -0.084
H 1.07384 1.60309 -3.95905 0.0473 -0.8064 0.0485 0.089
H -0.21799 0.32394 -3.68703 1.1806 0.9142 1.1522 0.121
H 2.38824 1.02939 -1.68354 -1.0035 -0.6636 -1.6669 0.123
H 2.19726 -0.43335 -2.76753 1.1444 -0.6789 -1.1492 0.052
H 0.35226 0.03907 -0.32351 -0.3133 -0.6257 -2.2327 0.107
H 1.63569 -0.30464 0.17196 0.6775 -1.6415 -3.2676 0.162
H 0.97461 -2.10097 -2.37099 -0.0785 -0.0249 0.1562 0.104
H 0.89459 -2.90452 -0.75240 0.8725 2.1031 -0.6678 0.150
H -1.16445 -1.25863 -1.18216 -0.4014 0.6842 -0.1915 0.075
H 1.69605 4.06513 -1.49752 -0.5517 -0.7467 -1.8959 -0.011
H 1.47457 3.99541 -0.10634 -1.9752 -1.5454 2.2938 -0.053
O 1.94804 4.48541 -0.71014 2.9103 2.7369 -0.6449 -0.032
H 0.73698 -3.41326 3.01141 -2.6233 -0.5461 1.0647 -0.047
H 1.86312 -2.58170 3.57779 0.4594 1.7300 2.8245 -0.018
O 1.57929 -3.08491 2.87933 2.6539 -1.0935 -3.7435 -0.001
H 2.94317 -0.94671 2.71485 1.0946 1.0081 0.3532 0.026
H 2.88148 0.38477 3.44301 0.9477 -0.7185 -0.4332 0.043
O 3.55630 -0.23687 3.06218 -2.1413 -0.3565 0.0092 -0.105
H -0.95759 3.50787 -0.47718 -0.4074 0.3275 -0.0178 0.027
H 0.00676 2.35729 -1.21734 -0.2839 1.0309 0.1612 0.024
O -0.15704 3.04307 -0.26386 0.4898 -1.4026 -0.0072 -0.218
H -1.91045 -2.31805 3.51028 3.3541 -2.1951 -1.5253 0.138
H -1.04844 -2.98112 2.20788 -0.9965 0.6208 2.2713 0.054
O -1.04160 -2.88737 3.23024 -2.9781 1.5249 -0.8340 -0.174
H -1.51827 1.59720 -2.27078 -1.2116 -0.6342 -1.4253 0.080
H -3.13009 1.69208 -2.72394 -1.8895 2.2559 -0.5325 -0.022
O -2.47137 1.07769 -2.57867 3.3950 -1.3904 1.6024 -0.143
H 0.17387 2.38486 1.19144 -0.4172 0.3655 -0.5633 -0.008
H -0.79729 2.19801 2.37787 -0.0070 0.0050 -0.1200 0.059
O 0.12078 2.07840 2.12088 0.2970 0.2039 0.6559 -0.077
H -1.87387 -2.89062 -0.12844 -0.1588 0.4671 0.1598 0.019
H -2.81245 -1.87694 0.57634 -0.4530 1.0899 -0.5920 -0.007
O -2.41669 -2.72922 0.66111 0.5117 -1.7501 0.6711 -0.068
H -3.85743 -1.35628 -1.58554 0.3124 1.0214 0.7006 0.058
H -3.27506 0.13057 -1.37528 -0.3621 -1.3123 0.1219 0.017
O -3.69044 -0.66972 -0.89740 0.2398 0.2212 -0.8522 -0.126
H 0.45251 0.81548 3.01584 -0.9162 -1.9267 0.9696 0.017
H 0.09370 -0.64337 2.75339 -0.2727 -1.4560 -1.2106 -0.038
O 0.17323 -0.07515 3.48741 1.2172 2.7867 0.5917 -0.121

[5]
49
Properties=species:S:1:pos:R:3:forces:R:3:lowdin_charge:R:1 method="wB97M-V/def2-TZVPD" e_lumo_ha=0.0983 energy_ev=-37381.104 gap_ev=9.62 multiplicity=1 charge=-1 de_lowest_kcal_mol=51.6
O 0.39762 2.70863 -2.61384 0.5079 -0.3360 -0.8167 0.081
C 0.43063 1.53345 -2.90701 -1.8655 -0.4537 1.1418 -0.470
O -0.71878 0.86555 -3.26170 0.1416 1.2845 -1.2428 0.045
C 1.52628 0.56279 -2.53542 -1.6150 -0.3924 3.7807 -0.045
C 0.95036 -0.82639 -2.05325 2.8464 1.4446 3.4516 -0.055
C 0.47297 -0.99948 -0.57717 0.9985 2.6055 -1.4085 -0.629
O 0.98975 -1.87441 0.12059 -0.1592 -1.0140 0.3782 -0.022
O -0.28997 -0.07215 -0.19928 -0.4960 -0.2099 0.6664 -0.038
H -1.47188 1.49940 -3.43538 1.2816 -0.7074 0.6913 0.145
H 2.31364 0.35198 -3.16500 1.4407 0.1410 -1.9143 0.087
H 1.97258 1.05394 -1.63427 -0.1113 -0.3262 -0.9211 0.118
H 0.16507 -1.04320 -2.57714 -4.6530 -1.1932 -3.3500 0.042
H 1.54731 -1.68197 -2.10387 1.9199 -0.8971 -0.8983 0.095
H -2.71710 -2.56333 -0.88942 -0.5757 -0.0589 -1.1085 0.017
H -3.97817 -1.99942 -0.47911 -0.9365 0.4116 0.1599 0.012
O -3.59564 -2.27747 -1.30772 1.2910 -0.4667 0.5541 -0.091
H 4.26726 0.49394 -0.20441 -0.5678 -0.4958 -0.8559 0.051
H 3.78811 -0.68376 -1.18171 0.4300 1.2577 0.3894 0.051
O 4.07362 0.26292 -1.14517 0.2959 -0.8690 0.5668 -0.084
H 1.55017 3.63625 1.16505 1.1833 0.1062 -0.8363 0.050
H 1.69947 4.08044 -0.30192 0.5644 -0.0119 0.2670 0.040
O 2.21988 3.69540 0.42885 -1.4214 0.2150 0.5437 -0.073
H -1.82824 -2.93079 0.93147 -0.9465 0.4431 1.8204 -0.021
H -0.54279 -3.02389 0.22481 -0.3379 0.1876 -0.5824 0.048
O -1.50849 -3.12085 0.07273 1.4154 -0.8405 -1.3329 -0.047
H 2.15589 0.80773 2.00277 -0.9592 1.4501 1.4972 -0.016
H 2.08973 -0.07637 0.84848 0.8928 -0.0141 0.7307 0.029
O 2.73443 0.25745 1.52078 0.0601 -1.1507 -1.9964 -0.042
H -1.79894 -0.08362 -1.00817 0.2063 1.0710 -0.1433 0.024
H -2.96203 -0.44077 -1.81657 -0.6763 0.3101 0.1619 0.045
O -2.61674 0.35300 -1.36618 0.5585 -0.9024 -0.4625 -0.083
H 3.67615 -1.77889 0.82497 0.6309 2.1258 -0.8413 -0.053
H 2.66847 -2.86844 0.77156 0.5253 0.5041 0.6674 0.031
O 3.42108 -2.52326 1.30418 -0.9702 -2.8630 0.4190 -0.058
H 0.40052 2.86824 0.05196 -0.9478 -1.3272 -0.2138 0.016
H -0.95384 2.12232 0.51074 -2.0644 -4.0503 -1.2784 -0.047
O -0.40955 2.82130 0.58308 2.7212 5.1306 1.3522 -0.004
H -2.62953 -1.56258 2.76163 -1.9749 2.7956 0.8943 -0.008
H -1.19955 -1.89908 2.76947 1.4672 0.8361 0.3256 0.040
O -2.04537 -2.21497 2.53996 0.3442 -4.2148 -0.8152 0.008
H 0.03398 2.33018 2.73607 -0.2134 0.6094 -0.6032 -0.016
H -0.08355 0.91603 3.19908 0.9374 1.4371 0.1381 0.040
O 0.50559 1.73333 3.30626 -0.2578 -1.6845 0.5161 -0.098
H -3.09967 0.56095 0.17208 -0.3173 -0.8343 -0.8879 -0.017
H -3.71023 -0.49880 1.23354 0.4120 0.2964 -0.6185 0.032
O -3.57124 0.42777 1.00873 -1.4808 0.7161 1.4673 -0.063
H -2.03885 0.79722 1.99487 -3.5983 2.5690 -1.0425 -0.017
H -0.90259 0.06983 1.47603 3.0598 -1.2227 -5.0984 -0.052
O -1.37785 0.23387 2.20397 1.0142 -1.4114 6.6883 0.002